No. 1
Molecular formula: C25H37F6N3O7PSV
Method: DFT, wB97M-V/def2-TZVPD

```
81
Properties=species:S:1:pos:R:3:forces:R:3
H 1.325 -4.641 1.497 0.01 0.01 -0.01
F 2.549 1.226 4.705 -0.16 0.01 -0.05
C 0.267 3.262 1.149 -0.17 0.05 0.03
S -2.277 -0.375 -4.076 0.21 0.04 0.15
H 1.659 3.383 -1.158 0.00 -0.01 0.00
C 2.584 2.877 1.310 0.09 -0.03 -0.02
N 1.348 2.391 0.700 -0.17 -0.18 0.07
H -3.530 1.857 0.984 -0.05 0.01 0.01
H 2.324 1.736 -1.019 -0.01 0.00 -0.03
V 0.928 -0.363 1.469 -1.13 1.19 0.52
H -2.623 2.437 3.119 0.00 0.01 0.00
H 4.887 0.599 -0.367 0.01 0.02 0.01
H -2.262 -2.762 -2.709 -0.01 -0.06 0.10
C -2.921 2.256 -3.733 0.07 0.04 -0.05
C 3.671 -0.743 0.747 0.37 -0.13 -0.07
F 0.400 -1.075 4.125 0.05 0.06 -0.09
C -0.639 -1.511 0.098 -1.16 -0.51 -0.65
H -1.834 3.586 1.107 -0.02 0.01 -0.06
H -3.411 4.309 -3.381 0.01 -0.01 0.02
H 0.383 3.385 2.227 0.01 0.06 -0.01
F 1.919 -0.707 5.834 -0.07 0.06 0.10
C -3.757 3.283 -3.330 0.03 -0.03 -0.01
H -1.919 0.837 3.470 0.00 0.02 0.03
H 5.191 0.569 1.372 -0.02 0.03 -0.01
F 1.036 0.819 3.015 -0.03 0.35 0.56
H -4.999 -0.369 -3.226 -0.04 0.04 0.03
O -1.143 -1.466 1.216 0.28 0.18 -0.02
H 2.551 2.730 2.389 -0.01 0.01 -0.01
C -1.135 2.771 0.850 0.13 0.03 0.05
H -1.923 2.444 -4.107 -0.04 0.06 0.04
H 5.208 -4.953 -0.320 -0.05 0.03 -0.03
C 4.540 -2.999 0.161 0.01 0.05 0.00
C 3.988 -7.123 -0.019 0.09 -0.11 -0.04
C -5.922 4.137 -2.381 0.03 0.03 -0.01
C -2.075 -1.999 -1.952 -0.10 -0.04 0.17
H -1.242 2.586 -0.219 -0.03 0.02 -0.09
O 2.719 0.023 1.022 1.44 0.06 -0.48
H -2.596 0.794 -0.088 0.00 -0.04 -0.05
N -1.619 -0.760 -2.597 0.07 -0.15 -0.23
O 0.301 -0.670 -0.236 -0.25 0.14 -1.39
C -4.661 0.660 -3.233 0.00 -0.10 -0.07
C -5.487 1.698 -2.829 0.02 0.01 0.01
C 3.535 -2.168 0.690 -0.35 0.04 0.14
F 2.607 -0.764 3.652 -0.15 0.08 -0.11
C -3.382 0.950 -3.673 0.14 -0.24 0.02
C 4.405 -4.359 0.091 0.23 -0.09 -0.10
H -6.111 4.855 -3.181 -0.02 -0.01 0.00
C -1.745 1.789 2.969 0.02 0.02 -0.02
H -0.612 -0.639 -2.610 -0.06 0.06 -0.06
H -3.022 -1.799 -1.442 0.07 -0.01 0.03
N -1.512 1.548 1.547 -0.02 0.00 -0.09
C 4.985 -0.054 0.501 -0.10 -0.08 0.03
H 3.431 2.321 0.917 0.00 0.02 0.00
H 4.197 -6.878 -1.062 -0.04 0.02 0.02
H 0.588 1.956 -1.212 0.01 0.02 -0.01
H -6.491 1.481 -2.486 0.01 0.00 0.01
H 4.914 -7.069 0.559 -0.03 0.01 0.02
H -5.440 4.679 -1.565 -0.03 -0.01 -0.01
O -3.047 -1.491 -4.540 -0.22 0.00 0.13
H 5.817 -0.733 0.354 0.01 0.03 0.00
C -2.759 1.073 0.954 0.13 -0.14 -0.01
H -3.119 0.206 1.501 -0.01 -0.07 0.00
C 3.225 -4.957 0.567 -0.09 0.26 0.10
H 2.741 3.945 1.100 -0.02 -0.01 -0.02
P 1.494 0.039 4.511 0.40 -0.07 1.12
H -0.884 2.258 3.437 -0.03 -0.05 0.00
H -0.143 -2.831 -1.501 0.05 -0.01 0.05
O -1.213 0.145 -4.883 0.08 0.20 0.15
C 2.224 -4.175 1.114 -0.18 0.02 0.08
H 0.368 4.263 0.696 0.07 0.00 0.05
O 1.351 -2.102 1.687 0.26 -1.38 0.42
O 2.988 -6.277 0.525 0.01 -0.03 0.02
H 5.440 -2.553 -0.236 0.02 -0.05 0.03
C 1.482 2.375 -0.751 -0.10 -0.01 0.05
H -1.446 -3.399 -0.437 -0.07 -0.03 -0.02
C -1.038 -2.533 -0.952 0.01 0.43 -0.07
H 3.587 -8.130 0.040 0.01 0.00 0.00
H -6.878 3.761 -2.022 -0.01 0.02 -0.01
C -5.042 3.016 -2.859 -0.03 -0.01 0.04
C 2.339 -2.785 1.181 0.57 -0.19 -0.27
F 0.366 0.903 5.234 0.07 0.01 -0.12
```
Forces are in eV/Å.

Calculated values
Kohn-Sham gap (alpha / beta): 8.2 / 8.3 eV
Molar mass: 719.56 g mol⁻¹
Relative energy (zero: lowest compared OMol25 entry of this formula, charge and spin): 70.38 kJ/mol
F_max: 1.7 eV/Å
2S+1: 3



No. 2
Molecular formula: C25H37MnO
Method: DFT, wB97M-V/def2-TZVPD

```
64
Properties=species:S:1:pos:R:3:forces:R:3
H -1.754 -3.457 1.055 0.39 -0.01 0.14
C -1.910 1.480 -1.378 0.43 -0.12 -0.22
H 2.838 -3.112 2.120 -0.28 0.38 0.07
H 1.781 -0.196 -2.868 -0.24 -0.33 0.02
H 1.614 2.129 2.380 -0.60 -0.58 -0.26
Mn 0.016 -0.260 0.399 -1.17 -1.32 -1.81
C 1.162 2.637 -3.446 -0.15 -0.08 0.34
H 3.462 -0.268 -1.399 -0.06 -0.21 0.37
C -2.183 -0.419 0.476 0.05 1.69 -0.72
H -1.817 -0.471 -2.363 -0.25 0.34 -0.03
H -1.228 0.582 5.120 0.28 0.01 -0.76
H -3.810 2.494 -1.019 0.36 0.11 -0.20
C -1.196 -2.955 -1.688 -0.10 0.02 -0.11
H -1.978 1.711 0.822 0.32 -0.31 -0.13
C -0.477 1.861 -1.803 0.63 -0.22 0.26
C 1.900 2.133 -1.198 -0.33 -0.10 -0.27
C 3.356 -0.832 -0.459 0.02 0.11 -0.03
C -0.153 2.286 -3.105 0.19 -0.05 0.15
H -1.737 1.318 3.545 0.36 -0.26 0.48
H -2.606 -0.563 1.479 0.43 0.07 -0.32
H -0.710 -3.069 2.442 0.03 -0.25 -0.33
C -1.847 0.927 0.062 -0.77 -1.60 0.57
H 2.780 -1.349 2.399 -0.15 -0.31 -0.09
C -2.811 2.737 -1.423 -0.07 0.04 0.24
H 0.372 -0.831 3.984 -0.28 0.08 -0.50
C -0.882 0.873 4.105 -1.08 -0.01 0.06
C 0.584 1.747 -0.867 0.02 1.13 0.22
H -2.496 0.819 -3.392 0.01 -0.13 0.46
C 0.152 -2.590 0.520 1.56 0.38 0.78
H -0.939 2.359 -3.864 0.31 0.00 0.30
C 2.193 2.571 -2.493 -0.21 -0.18 0.09
H -2.378 3.546 -0.810 -0.18 -0.27 -0.23
C 1.455 -2.066 0.848 -1.61 -0.60 -0.06
H -2.934 3.115 -2.454 0.11 -0.22 0.45
C 2.167 -2.232 2.160 0.14 -0.01 0.07
C -0.078 -2.342 -0.894 0.66 0.85 -0.42
H -0.184 2.282 2.093 0.55 -0.41 -0.29
H 1.459 -2.380 2.990 0.30 -0.08 -0.35
H 0.325 1.718 0.240 0.30 -0.01 -1.30
C 0.614 1.699 2.598 0.68 2.33 0.42
C -0.710 -3.446 1.406 -0.08 -0.09 0.04
H 1.383 2.978 -4.464 -0.10 -0.14 0.43
H -1.061 -0.939 2.917 0.50 0.20 -0.34
C -2.457 0.426 -2.361 -0.03 -0.14 0.02
H 4.103 -1.649 -0.476 -0.37 0.32 0.05
H -0.347 -4.492 1.426 -0.18 0.47 0.00
H -0.970 -4.022 -1.877 -0.06 0.43 0.10
C 1.228 -1.147 -2.819 0.06 -0.04 -0.18
C -0.284 -0.262 3.295 -0.71 -1.72 2.13
H 1.116 1.413 4.679 -0.51 0.40 -0.26
H -2.594 -1.119 -0.264 0.48 0.28 0.33
H -2.160 -2.919 -1.154 0.40 -0.06 -0.21
H 0.272 -1.004 -3.347 0.34 -0.05 0.16
H -3.477 0.125 -2.068 0.35 0.12 -0.14
H 1.812 -1.904 -3.377 -0.25 0.33 0.20
H 0.044 2.853 4.408 0.24 -0.65 -0.41
C 0.276 1.820 4.070 0.81 0.44 0.75
H 3.617 -0.159 0.375 -0.05 -0.28 -0.25
C 1.967 -1.392 -0.312 -0.81 -0.05 -0.57
H 2.679 2.088 -0.431 -0.25 0.08 -0.31
H 3.213 2.865 -2.761 -0.43 -0.12 0.11
C 1.014 -1.587 -1.398 0.00 -0.31 0.54
H -1.323 -2.465 -2.666 0.09 -0.25 0.37
O 0.541 0.306 2.284 -0.06 0.93 0.35
```
Forces are in eV/Å.

Calculated values
Kohn-Sham gap (alpha / beta): 6.3 / 8.3 eV
Molar mass: 408.51 g mol⁻¹
Relative energy (zero: lowest compared OMol25 entry of this formula, charge and spin): 0.00 kJ/mol
Charge: +1
F_max: 2.8 eV/Å
2S+1: 4



No. 3
Molecular formula: C25H37N2PtS
Method: DFT, wB97M-V/def2-TZVPD

```
66
Properties=species:S:1:pos:R:3:forces:R:3
C 0.911 -1.792 -1.988 -0.85 -0.54 -0.25
H -2.166 -3.292 -1.871 0.21 -0.03 -0.17
H -3.449 -0.588 -2.509 1.84 1.15 0.06
N -1.212 1.348 4.139 0.00 -0.54 0.09
C 1.925 -2.292 1.530 0.39 -0.14 0.33
H 1.503 2.680 -4.890 -1.04 -0.28 0.29
H -0.518 -3.705 1.740 -0.01 -0.12 -0.07
H -3.251 -1.362 -0.306 0.39 0.15 0.52
H -4.126 2.528 -1.503 2.07 -0.16 -0.29
H 0.870 3.381 5.851 -0.05 -0.07 -0.16
C 0.559 2.791 4.982 0.14 0.55 -0.10
C -2.405 1.066 -1.364 -2.43 -0.30 -1.01
H 1.287 -2.446 2.406 0.22 -0.05 -0.14
C 3.121 -0.943 -0.986 0.43 0.38 0.01
C 1.121 -1.927 0.333 -1.14 -1.36 -0.51
H -2.182 1.051 4.055 0.37 0.10 0.07
H -1.576 3.147 5.103 0.16 -0.05 0.09
C 1.211 -1.472 -3.412 0.07 0.11 -0.33
C -2.357 0.622 0.027 -1.03 -1.75 0.34
H 3.403 -0.435 -0.055 -0.01 -0.10 -0.24
C 1.747 -1.477 -0.902 -0.62 -0.07 0.63
C 0.180 2.065 -3.125 -1.37 0.06 -2.18
S -0.909 -1.015 2.967 -0.04 0.34 0.70
C 0.095 1.752 -1.708 4.26 2.02 -5.65
C -0.690 -3.825 0.669 -0.44 0.00 0.13
C 1.439 1.968 -1.403 -11.33 -4.05 7.09
Pt -0.690 -0.784 0.597 0.29 1.17 -1.05
H -0.885 1.518 -1.367 0.41 -0.20 1.22
N 0.983 0.712 3.782 -0.29 -0.43 0.04
H 3.857 -1.749 -1.157 -0.29 0.12 0.09
C 1.512 1.629 4.799 0.13 -0.15 -0.06
H -0.256 -4.780 0.342 -0.04 0.17 0.03
H 3.647 2.906 -3.554 -2.35 -0.54 0.34
H -2.512 3.244 -1.004 -0.24 -0.33 -0.22
C -2.798 -0.727 0.471 -0.79 2.87 -0.59
H -1.771 -3.863 0.502 0.08 -0.18 0.08
C -0.329 0.465 3.647 0.10 0.05 0.26
C -0.114 -2.683 -0.085 2.36 0.17 -0.34
C -0.866 2.320 5.182 -0.19 -0.09 0.03
H -1.316 -2.787 -3.352 0.01 -0.16 0.22
H 2.636 -1.488 1.757 -0.04 -0.16 0.09
C -2.964 2.489 -1.674 -1.10 -0.69 0.66
C 2.546 2.343 -1.680 10.34 3.17 -3.03
H 1.840 -2.252 -3.870 -0.17 0.18 0.10
H 2.509 -3.208 1.346 -0.10 0.23 0.12
H -2.776 2.807 -2.715 -0.03 -0.34 0.48
H -1.600 -0.710 -2.386 -0.76 0.59 -0.04
H -0.655 2.050 -3.935 0.68 -0.21 2.04
H 2.492 1.965 4.454 -0.13 0.03 0.14
C 1.363 2.451 -3.829 3.01 0.29 1.80
C -0.199 -2.537 -1.541 1.21 0.05 0.37
H 0.609 3.446 4.105 -0.01 -0.10 0.12
H -3.254 -0.745 1.480 0.51 -0.36 -0.72
C -1.185 -3.257 -2.368 -0.60 -0.07 -0.36
H -2.334 0.475 -3.512 -0.14 -0.07 0.65
H 1.645 1.086 5.747 0.00 0.07 -0.23
H 1.590 -0.030 3.444 -0.24 0.22 0.14
H -2.263 1.423 0.776 -0.23 -0.38 -0.21
H 1.749 -0.521 -3.504 -0.13 -0.16 0.00
H -0.874 -4.301 -2.544 -0.04 0.28 0.10
H -0.986 1.855 6.173 -0.02 0.08 -0.25
H 3.422 2.417 -0.864 -1.51 0.03 -2.20
H 0.292 -1.397 -4.009 0.24 -0.01 0.12
C -2.437 0.022 -2.507 -1.00 -0.59 0.63
H 3.235 -0.230 -1.810 -0.05 -0.18 0.14
C 2.605 2.599 -3.118 0.93 0.35 0.06
```
Forces are in eV/Å.

Calculated values
Kohn-Sham gap (alpha / beta): 6.3 / 6.6 eV
Molar mass: 592.73 g mol⁻¹
Relative energy (zero: lowest compared OMol25 entry of this formula, charge and spin): 195.44 kJ/mol
Charge: +1
F_max: 14.0 eV/Å
2S+1: 5



No. 4
Molecular formula: C25H37N4PtSi3
Method: DFT, wB97M-V/def2-TZVPD

```
70
Properties=species:S:1:pos:R:3:forces:R:3
H -3.101 2.191 -1.228 -0.03 0.01 -0.02
C 2.753 3.588 -2.269 -0.03 -0.03 0.05
H -4.856 -1.010 -1.999 0.02 0.00 -0.01
H -1.417 -2.479 -0.144 0.00 -0.03 -0.03
H 2.679 -0.021 -4.736 0.01 -0.04 0.01
H -1.910 2.319 0.057 0.04 -0.02 -0.03
H 0.192 3.070 -4.259 0.02 -0.04 -0.01
H 4.158 0.581 -1.722 -0.01 0.05 -0.01
H 2.480 1.681 -4.356 0.02 0.02 0.01
H 0.015 3.942 0.680 0.00 -0.05 0.02
C 0.769 1.391 -1.373 0.17 0.17 -0.18
C -2.113 2.585 -0.985 0.06 0.00 -0.03
N -0.114 -1.371 -1.297 -0.16 0.19 -0.23
H 3.575 3.588 0.650 0.04 0.00 -0.05
C -3.427 -0.687 -0.439 -0.07 0.09 0.02
H 3.246 4.514 -1.964 0.01 0.03 0.03
C 3.433 -0.233 -1.690 -0.12 -0.02 -0.04
H 3.859 -1.072 -2.245 0.01 -0.01 -0.01
H 2.553 2.477 1.522 -0.01 0.07 0.00
H -2.576 -0.829 -1.085 -0.01 0.02 0.00
C 0.646 4.290 -0.141 0.09 -0.10 -0.03
H -1.663 -0.370 -2.975 -0.02 0.00 0.00
H 3.107 0.371 4.219 0.00 0.00 0.01
C -3.241 -0.371 0.901 -0.02 0.03 0.09
C -5.800 -0.527 -0.135 -0.03 0.00 -0.02
C -5.609 -0.192 1.201 0.03 0.02 0.07
C 0.730 -1.326 -2.350 0.11 0.00 -0.01
H -6.803 -0.588 -0.536 -0.01 0.00 -0.01
C 2.019 0.700 -4.247 -0.03 -0.03 0.10
N 0.495 0.381 2.130 -0.30 0.56 -0.16
Si 1.758 2.925 -0.815 -0.10 0.00 0.04
C -1.695 0.655 -3.336 0.08 0.05 0.05
H 1.076 0.711 -4.793 -0.03 0.01 0.01
H -6.463 0.013 1.833 0.00 0.00 0.01
C 0.835 -2.425 -3.192 0.01 -0.06 -0.02
C -0.257 0.160 4.407 0.15 -0.02 -0.18
H -0.125 4.269 -3.003 0.02 0.03 0.01
H 2.524 0.468 1.824 -0.02 0.05 0.00
C -4.334 -0.107 1.728 -0.02 -0.11 -0.09
H 1.269 0.213 5.913 0.01 0.00 0.00
C -0.503 3.364 -3.472 -0.11 -0.06 0.10
C 2.069 0.335 3.919 -0.02 -0.04 0.06
H -1.095 0.040 5.076 -0.05 0.00 -0.01
N -1.894 -0.271 1.383 0.04 0.11 -0.21
H 3.750 1.862 0.357 -0.02 -0.05 0.01
C -0.478 0.203 3.038 -0.02 -0.13 0.01
C 1.049 0.243 4.855 0.04 -0.01 0.01
N -1.792 0.015 2.594 -0.02 0.06 -0.11
H -4.180 0.163 2.760 0.01 0.00 0.04
H -2.747 0.937 -3.426 -0.02 0.04 -0.01
Si -0.842 1.963 -2.257 0.04 0.05 -0.06
H -1.285 0.658 -4.348 0.05 -0.01 -0.01
C 3.022 2.649 0.556 -0.09 0.06 -0.10
H 3.318 -0.548 -0.651 -0.02 0.00 0.02
H 1.279 5.088 0.254 0.03 0.00 0.01
Pt -0.243 0.240 0.007 0.28 -0.80 1.07
H -1.291 -4.491 -1.575 0.00 -0.01 0.00
H 2.153 3.810 -3.148 -0.02 0.01 -0.02
H -2.170 3.674 -1.009 -0.01 0.02 -0.04
C -4.710 -0.768 -0.955 0.02 -0.01 -0.01
C 0.101 -3.573 -2.949 0.01 0.04 0.01
H -1.451 3.619 -3.952 -0.03 -0.01 -0.02
H 1.504 -2.370 -4.041 0.01 0.00 -0.01
H 0.176 -4.428 -3.608 0.00 -0.01 -0.01
Si 1.781 0.252 -2.441 0.00 0.10 -0.03
C 1.753 0.402 2.575 0.03 -0.12 -0.12
H 3.542 2.895 -2.569 0.02 -0.02 0.02
H -0.005 4.738 -0.889 -0.03 0.00 -0.02
C -0.795 -2.493 -1.028 -0.02 -0.13 0.04
C -0.716 -3.613 -1.830 0.02 0.04 0.03
```
Forces are in eV/Å.

Calculated values
Kohn-Sham gap: 6.9 eV
Molar mass: 672.94 g mol⁻¹
Charge: +1
F_max: 1.4 eV/Å
2S+1: 1



F_max of number 3 (C25H37N2PtS)? 14.0 eV/Å